Entry 1:
12 unconnected molecules or ions with the total composition C4H33N2O11S. Source: the Open Molecules 2025 dataset; level of theory: ωB97M-V/def2-TZVPD.

Properties
LUMO energy (spin up / spin down)	-0.0132 / -4.0728	eV
Kohn-Sham gap (spin up / spin down)	9.92 / 5.86	eV
charge	0
highest occupied orbital energy (spin up / spin down)	-9.93 / -9.93	eV
2S+1	2

Each line ends with the Mulliken charge.
CARTESIAN COORDINATES (ANGSTROEM)
C -2.30415 -0.81490 -0.33973  -0.7050
N -1.38235 0.26205 -0.19540  0.8712
C -1.44696 1.56357 -0.84635  -0.4085
C -0.14643 2.27112 -0.55463  0.7568
S 0.04776 3.96104 -1.17863  -0.2245
C -2.11549 -1.74447 -1.64603  -0.4908
N -1.37144 -1.08245 -2.70390  -0.4621
H -3.28654 -0.31624 -0.31093  0.6429
H -2.35286 -1.43852 0.53876  0.1230
H -0.43690 -0.11861 -0.10665  -0.0590
H -1.58810 1.30654 -1.90196  0.2567
H -2.30969 2.04450 -0.34705  0.5508
H 0.26726 2.09769 0.45163  -0.2371
H 0.63231 1.62797 -1.05766  -0.7159
H -1.54131 -2.60324 -1.25886  0.1422
H -3.14783 -2.06179 -1.94690  0.3864
H -0.43559 -0.81827 -2.35319  0.1344
H -1.82983 -0.25501 -3.05210  0.3617
H -0.73586 -1.89591 3.88462  0.2834
H -1.48115 -2.29773 2.58821  0.3492
O -1.54558 -2.27323 3.54410  -0.6458
H 2.33655 -1.39610 -1.09099  0.4611
H 1.63563 -2.49500 -2.15912  0.3348
O 2.16169 -1.69689 -2.08816  -0.7806
H -3.63364 0.70998 1.53220  0.2335
H -3.13021 1.23559 2.80235  0.4680
O -3.96737 0.93898 2.40255  -0.6530
H 1.03586 -1.71439 1.18838  0.1715
H -1.08753 4.45750 -0.78358  0.1315
O 0.17719 -1.39835 1.62346  -0.3956
H 0.94809 0.56796 -3.64870  0.1775
H 1.49916 -0.47108 -2.51088  0.3981
O 0.88066 0.34332 -2.71849  -0.5961
H -1.05283 1.08487 3.16398  0.2994
H -0.52665 2.26319 2.25120  0.3201
O -1.30066 1.82099 2.59818  -0.6690
H 2.67558 1.59650 -1.62483  0.2736
H 3.89705 1.18121 -2.40116  0.3233
O 3.62582 1.76406 -1.68338  -0.7115
H 1.29041 -3.34706 -0.15616  0.3932
H 0.30468 -3.19227 -1.22678  0.2068
O 0.87316 -3.88949 -0.84207  -0.6934
H 2.92879 0.13469 1.01388  0.4782
H 3.10725 -1.81513 0.76571  0.1599
O 2.39884 -1.31009 0.35764  -1.0081
H 1.82665 1.81733 2.02794  0.2985
H 1.25078 2.03990 3.57299  0.2724
O 1.24219 1.53605 2.75876  -0.5937
H 0.51150 -0.71821 2.21924  0.2117
H 3.33417 1.48582 0.29384  0.3375
O 3.26791 1.05202 1.15464  -0.7593

---

Entry 2:
CClF3 in the gas phase. Source: the Open Molecules 2025 dataset; level of theory: ωB97M-V/def2-TZVPD.

Properties
LUMO energy	0.7477	eV
energy above the lowest of the compared OMol25 structures with the same formula, charge and spin	7.2	kcal/mol
Kohn-Sham gap	13.26	eV
charge	0
highest occupied orbital energy	-12.51	eV

Each line ends with the Mulliken charge.
CARTESIAN COORDINATES (ANGSTROEM)
F 0.53114 -0.17739 1.25579  -0.1577
C 0.06401 -0.04415 0.04643  0.6475
F 0.65712 1.15036 -0.52509  -0.2345
F 0.44869 -0.98840 -0.71469  -0.1628
Cl -1.70097 0.05957 -0.06245  -0.0925

---

Entry 3:
A molecular structure, C30H75In2N5Na3O18P2. Source: the Open Molecules 2025 dataset; level of theory: ωB97M-V/def2-TZVPD.

Properties
LUMO energy	-12.8482	eV
Kohn-Sham gap	2.06	eV
charge	+3
highest occupied orbital energy	-14.91	eV

Each line ends with the Mulliken charge.
CARTESIAN COORDINATES (ANGSTROEM)
In 2.37276 2.66423 1.41925  1.4999
In -1.56290 4.18258 1.45184  1.2914
Na -0.29626 1.86800 -1.88143  0.8048
Na -0.13061 0.41838 3.74238  0.8508
Na -0.51416 -2.45591 0.13155  -0.0925
P 0.72455 4.57024 -1.18644  0.4567
O 1.31693 5.56359 -2.14953  -0.4812
O 1.48823 3.20540 -1.19848  -0.4626
O -0.76170 4.24578 -1.36434  -0.4694
O 1.01105 4.73842 0.33151  -0.6330
P -0.06174 0.31100 0.57922  -0.5993
O -0.74252 -0.57215 1.61262  -0.4133
O 1.45517 0.24337 1.02791  -0.9748
O -0.36912 1.81815 0.65275  -0.1433
O -0.24463 -0.27202 -0.84842  -0.2959
C -3.35305 -3.38892 -2.03471  -0.7096
O -2.74980 -3.11924 -0.75487  -0.1194
C -3.51305 -2.21529 0.04912  -0.3550
C -3.48225 -2.86490 1.43956  -1.1301
N -2.18841 -2.76687 2.12359  0.8408
C -2.17458 -3.27191 3.48128  -0.6902
C -2.18688 -4.80515 3.52980  -0.6538
O -1.83122 -5.33002 4.77904  -0.3826
C -2.84907 -5.21121 5.76153  -0.7148
H -3.28566 -4.46906 -2.16744  0.3038
H -2.75595 -2.86932 -2.78475  -0.0591
H -4.40425 -3.11863 -2.11834  0.4195
H -4.56208 -2.22574 -0.26035  0.8778
H -3.23328 -1.15839 -0.03403  -0.2264
H -4.03778 -3.78947 1.54621  0.5390
H -4.06525 -2.11751 2.01792  0.3721
H -1.86373 -1.80710 2.07694  -0.2004
H -3.13091 -3.00937 3.97411  0.6958
H -1.48902 -2.71964 4.12383  0.1049
H -1.39167 -5.18540 2.87763  0.1378
H -3.08747 -5.19552 3.04902  0.5420
H -2.57969 -5.81281 6.62480  0.2848
H -3.83065 -5.53614 5.40361  0.3437
H -2.94732 -4.15685 6.05005  0.2699
C 0.05037 -5.44527 -1.40315  -0.9836
O 0.55744 -4.15672 -1.20457  0.0861
C 1.94810 -4.21093 -0.91519  -0.9718
C 2.57403 -2.89427 -0.42736  0.0361
N 1.95631 -2.30890 0.75942  1.3329
C 2.47821 -2.91899 1.99586  -1.0461
C 1.42117 -2.89533 3.09033  1.4287
O 1.99598 -3.28364 4.29801  -0.4897
C 1.19079 -3.19390 5.43699  -0.5637
H 0.28957 -6.17863 -0.60415  0.3091
H 0.62536 -6.04994 -2.12472  0.3742
H -1.02863 -5.40722 -1.49953  0.1696
H 2.53328 -4.53866 -1.77969  0.5138
H 2.12368 -4.98185 -0.15532  0.5677
H 2.44220 -2.10757 -1.18157  -0.5391
H 3.66976 -2.91795 -0.39443  0.4848
H 1.97155 -1.26919 0.74237  -0.8949
H 3.24224 -2.16823 2.23853  -0.0465
H 2.81531 -3.94250 1.85580  0.5283
H 0.55845 -3.52539 2.83834  -0.0861
H 1.09550 -1.84091 3.15286  -0.7379
H 1.88444 -3.11079 6.28107  0.3247
H 0.62620 -4.11501 5.60689  0.2695
H 0.58259 -2.28081 5.53435  0.1330
C -3.77094 1.33296 2.04607  -0.5760
O -3.95603 2.39913 1.14556  -0.5269
C -3.91987 1.93625 -0.18034  0.4125
C -4.43216 3.09916 -1.04041  -1.2939
N -3.53581 4.27330 -0.87991  0.5763
C -4.14661 5.47476 -1.35001  -0.7962
C -3.34749 6.74538 -0.97255  -0.6605
O -3.07846 6.70066 0.44240  -0.2240
C -2.69466 7.98924 0.92715  -0.7903
H -3.72050 1.55810 3.11136  0.4637
H -2.87220 0.75899 1.77094  0.0334
H -4.56746 0.57859 1.96754  0.4068
H -4.68226 1.18308 -0.41805  0.5298
H -2.92344 1.65431 -0.55326  -0.1944
H -5.46306 3.34564 -0.80393  0.7284
H -4.38474 2.72450 -2.06418  0.1005
H -2.63723 4.18619 -1.34713  -0.0949
H -5.15408 5.65524 -0.97590  0.4866
H -4.22000 5.58820 -2.44461  0.2911
H -4.09599 7.53001 -1.09822  0.4733
H -2.39678 6.89519 -1.48329  0.3637
H -3.31616 8.78137 0.51183  0.3298
H -1.63663 8.17037 0.71974  0.2941
H -2.80115 7.95255 2.01011  0.2573
C -2.88720 2.15892 -4.56748  -1.0155
O -2.61398 1.67703 -3.26020  0.3100
C -2.53864 0.24753 -3.24658  -0.1080
C -1.51451 -0.51900 -4.10162  -0.6279
N -0.23022 -0.49546 -3.46894  0.5826
C 0.74093 -1.47843 -3.94668  0.3424
C 1.17923 -1.15150 -5.38624  -0.7481
O 2.35069 -1.87287 -5.67635  -0.4052
C 3.54323 -1.13962 -5.45694  -0.5143
H -3.74628 1.68074 -5.04808  0.3884
H -2.04233 2.04840 -5.25310  0.2689
H -3.08982 3.22482 -4.47068  0.2830
H -3.53713 -0.09395 -3.53968  0.5048
H -2.26966 -0.00786 -2.21853  -0.6489
H -1.53546 -0.15784 -5.13629  0.4289
H -1.85034 -1.56343 -4.18895  0.3639
H -0.19363 -0.47729 -2.44254  0.3101
H 0.22259 -2.44312 -3.93392  0.2443
H 1.65892 -1.50454 -3.36332  -0.4812
H 1.30637 -0.07725 -5.55290  0.4026
H 0.42840 -1.43211 -6.12741  0.3804
H 3.41900 -0.13044 -5.85102  0.3162
H 4.40023 -1.61217 -5.93388  0.3001
H 3.80771 -1.14997 -4.39114  0.0945
C 3.22491 0.70303 -1.64915  -0.2857
O 4.14209 1.03952 -0.62635  0.1250
C 5.20197 1.78062 -1.22005  -0.8417
C 6.15000 2.17457 -0.09589  -0.8442
N 5.46606 3.08641 0.83184  0.0241
C 6.04113 3.21785 2.19635  -1.0093
C 5.95901 1.94190 3.02509  -0.5015
O 4.65241 1.45689 3.14413  -0.0922
C 4.43815 0.34725 4.03638  -0.6606
H 2.35362 0.18291 -1.26804  -0.6611
H 3.73530 0.04498 -2.37291  0.5600
H 3.00490 1.50605 -2.36275  0.3801
H 4.77740 2.67995 -1.68084  0.4323
H 5.72756 1.29528 -2.04594  0.4614
H 6.98051 2.72598 -0.54503  0.4323
H 6.46267 1.23071 0.34735  0.2892
H 5.60235 4.01646 0.44310  0.2641
H 5.48937 4.09612 2.55662  0.3732
H 7.03012 3.69286 2.24109  0.4336
H 6.33193 2.26843 4.00004  0.4317
H 6.66708 1.24103 2.57927  0.3534
H 4.90238 0.54905 5.00104  0.4396
H 4.73793 -0.55578 3.51492  0.2615
H 3.37078 0.39219 4.25615  0.0448

---

Entry 4:
A molecular structure, C2Br2I4. Source: the Open Molecules 2025 dataset; level of theory: ωB97M-V/def2-TZVPD.

Properties
LUMO energy	-2.0638	eV
energy above the lowest of the compared OMol25 structures with the same formula, charge and spin	0.0	kcal/mol
Kohn-Sham gap	7.16	eV
charge	0
highest occupied orbital energy	-9.23	eV

Each line ends with the Mulliken charge.
CARTESIAN COORDINATES (ANGSTROEM)
C 0.70117 0.05222 0.18992  -0.7514
C -0.77018 0.08373 -0.02233  -0.5606
Br 1.50686 1.76931 0.11009  0.1174
Br -1.52991 1.12501 1.47089  0.0677
I 1.73132 -1.22802 -1.82772  0.1404
I 1.30898 -1.01634 1.92001  0.3358
I -1.29714 1.09864 -1.85536  0.3251
I -1.65110 -1.88456 0.01451  0.3257

---

Entry 5:
A molecular structure, C5H9NO. Source: the Open Molecules 2025 dataset; level of theory: ωB97M-V/def2-TZVPD.

Properties
LUMO energy	0.3857	eV
energy above the lowest of the compared OMol25 structures with the same formula, charge and spin	89.4	kcal/mol
Kohn-Sham gap	9.22	eV
charge	0
highest occupied orbital energy	-8.83	eV

Each line ends with the Mulliken charge.
CARTESIAN COORDINATES (ANGSTROEM)
C -0.67104 0.43816 -0.06918  0.3310
C -1.42646 -0.04152 1.16639  -1.3829
C 1.87456 0.48139 0.12431  -1.3485
C 0.66938 -0.27156 -0.41232  0.5689
C -1.34945 0.17992 -1.35895  -0.0162
N 0.61093 -1.57378 -0.41654  -0.6371
O -2.41163 -0.17757 -1.70491  -0.4201
H -0.49307 1.51862 -0.03043  0.3394
H 1.51615 -2.00907 -0.58520  0.2415
H -0.11535 -0.10918 -1.89914  0.1652
H -0.91027 0.29568 2.06337  0.3624
H -1.47992 -1.12720 1.17446  0.3480
H -2.44349 0.34687 1.14078  0.3815
H 1.64842 1.38240 0.69590  0.3748
H 2.46424 -0.12682 0.81084  0.3718
H 2.51699 0.79366 -0.69940  0.3201

---

Number 1: DFT total energy -41018.268 eV, F_max 2.8 eV Å⁻¹. Number 2: DFT total energy -21711.844 eV, F_max 3.8 eV Å⁻¹. Number 3: DFT total energy -118777.954 eV, F_max 3.6 eV Å⁻¹. Number 4: DFT total energy -174559.665 eV, F_max 2.4 eV Å⁻¹. Number 5: DFT total energy -8865.334 eV, F_max 5.3 eV Å⁻¹.